Entry 1:
{
  "formula": "C2H3ClOS",
  "method": "ωB97M-V/def2-TZVPD",
  "gap_ev": 9.12,
  "spin_multiplicity": 1,
  "smiles": "C=COSCl",
  "total_energy_ev": -27524.87674,
  "max_force_ev_per_a": 3.83,
  "charge": 0,
  "symbols": ["C", "C", "O", "S", "Cl", "H", "H", "H"],
  "positions_angstrom": [[1.561, 0.109, -0.303], [0.526, 0.028, 0.447], [-0.852, 0.433, -0.469], [-2.245, 0.520, 0.284], [-3.363, -1.184, -0.001], [2.644, -0.061, -0.180], [1.254, 0.292, -1.365], [0.475, -0.138, 1.586]],
  "atomic_forces_ev_per_a": [[1.11, -0.04, -3.22], [-2.78, 0.49, 1.34], [2.88, -1.29, 2.17], [-0.51, 0.50, 0.44], [0.45, -0.08, -0.09], [-0.95, 0.10, 0.67], [0.61, 0.01, 0.80], [-0.83, 0.31, -2.10]],
  "nbo_charge": [-0.47, 0.11, -0.71, 0.59, -0.22, 0.25, 0.24, 0.23]
}



Entry 2:
{
  "formula": "C26H39Br51FO2P",
  "method": "ωB97M-V/def2-TZVPD",
  "gap_ev": 7.80,
  "spin_multiplicity": 1,
  "total_energy_ev": -3615853.46740,
  "max_force_ev_per_a": 1.92,
  "charge": 0,
  "symbols": ["C", "O", "C", "C", "C", "P", "C", "C", "C", "O", "C", "C", "F", "H", "H", "H", "H", "H", "H", "H", "H", "H", "H", "H", "H", "H", "H", "H", "H", "H", "H", "H", "H", "H", "H", "C", "Br", "Br", "Br", "H", "C", "Br", "Br", "Br", "H", "C", "Br", "Br", "Br", "H", "C", "Br", "Br", "Br", "H", "C", "Br", "Br", "Br", "H", "C", "Br", "Br", "Br", "H", "C", "Br", "Br", "Br", "H", "C", "Br", "Br", "Br", "H", "C", "Br", "Br", "Br", "H", "C", "Br", "Br", "Br", "H", "C", "Br", "Br", "Br", "H", "C", "Br", "Br", "Br", "H", "C", "Br", "Br", "Br", "H", "C", "Br", "Br", "Br", "H", "C", "Br", "Br", "Br", "H", "C", "Br", "Br", "Br", "H", "C", "Br", "Br", "Br", "H"],
  "positions_angstrom": [[0.213, -0.067, -1.353], [-0.053, 0.353, -2.662], [0.911, -0.098, -3.586], [0.853, -1.596, -3.880], [-0.171, -2.018, -4.946], [-1.591, -3.041, -4.214], [-2.324, -1.616, -3.270], [-2.669, -0.414, -4.132], [-3.535, -0.782, -5.332], [-3.352, 0.141, -6.392], [-2.918, -4.263, -3.554], [-2.572, -5.641, -4.091], [-2.849, -4.353, -2.155], [1.196, 0.225, -0.995], [-0.543, 0.304, -0.675], [0.144, -1.154, -1.298], [1.899, 0.091, -3.161], [0.843, 0.482, -4.495], [1.840, -1.863, -4.241], [0.716, -2.192, -2.983], [0.354, -2.684, -5.630], [-0.487, -1.187, -5.569], [-0.623, -3.848, -3.534], [-1.958, -3.452, -5.535], [-3.255, -1.974, -2.843], [-1.698, -1.382, -2.422], [-3.236, 0.278, -3.518], [-1.777, 0.100, -4.461], [-4.581, -0.769, -5.052], [-3.323, -1.776, -5.710], [-3.035, 0.965, -6.021], [-3.908, -3.945, -3.880], [-3.045, -6.419, -3.518], [-2.795, -5.707, -5.146], [-1.497, -5.775, -3.978], [-7.185, -1.556, -6.337], [-7.203, -0.667, -4.630], [-5.922, -3.019, -6.361], [-8.946, -2.131, -6.861], [-6.850, -0.838, -7.070], [-1.267, -2.274, 1.294], [-2.615, -1.563, 2.473], [-0.348, -3.777, 2.097], [-1.997, -2.726, -0.432], [-0.540, -1.493, 1.140], [-7.608, 1.999, -1.495], [-6.494, 0.437, -1.293], [-7.010, 3.145, -2.929], [-9.463, 1.512, -1.675], [-7.518, 2.577, -0.588], [-6.545, 4.944, 2.200], [-8.325, 4.652, 2.877], [-5.256, 3.800, 3.058], [-6.474, 4.779, 0.281], [-6.271, 5.962, 2.440], [-1.409, -7.385, 0.079], [0.400, -7.968, 0.407], [-1.632, -6.726, -1.716], [-2.693, -8.757, 0.504], [-1.597, -6.555, 0.745], [3.566, 0.085, 1.218], [5.277, -0.691, 1.623], [3.495, 0.781, -0.575], [2.116, -1.154, 1.522], [3.427, 0.917, 1.893], [4.345, -7.979, -0.190], [4.186, -6.886, 1.390], [6.161, -8.046, -0.831], [3.624, -9.744, 0.092], [3.751, -7.512, -0.961], [2.882, 2.226, 5.263], [4.608, 1.434, 5.593], [2.787, 2.999, 3.498], [1.453, 0.968, 5.558], [2.754, 3.032, 5.971], [7.457, 0.336, 9.069], [6.038, -0.947, 8.841], [8.847, 0.096, 7.760], [6.785, 2.143, 9.079], [7.897, 0.154, 10.036], [-3.672, 8.284, 2.805], [-5.453, 8.043, 3.508], [-2.407, 7.114, 3.663], [-3.641, 8.085, 0.889], [-3.377, 9.298, 3.029], [2.450, 4.588, -1.496], [3.268, 4.613, 0.249], [0.596, 5.103, -1.417], [3.439, 5.656, -2.758], [2.482, 3.567, -1.847], [8.580, -2.851, 4.489], [10.133, -2.454, 5.564], [8.118, -4.719, 4.568], [7.082, -1.729, 4.943], [8.844, -2.632, 3.466], [4.375, 6.203, 5.676], [2.483, 5.985, 5.993], [5.420, 5.139, 6.894], [4.832, 5.869, 3.836], [4.610, 7.238, 5.874], [4.247, 9.943, 2.858], [5.517, 9.425, 1.506], [2.786, 8.696, 2.971], [5.093, 10.191, 4.574], [3.835, 10.896, 2.564], [-6.733, -5.326, -3.090], [-7.029, -3.494, -2.562], [-5.257, -6.058, -2.098], [-8.337, -6.384, -2.929], [-6.454, -5.332, -4.134], [-4.174, 5.050, -6.094], [-3.225, 5.154, -4.415], [-6.064, 5.306, -5.819], [-3.471, 6.306, -7.372], [-4.028, 4.058, -6.497], [10.715, -2.458, 10.448], [10.248, -0.691, 11.060], [11.926, -3.333, 11.663], [9.146, -3.520, 10.103], [11.232, -2.340, 9.508]],
  "atomic_forces_ev_per_a": [[-0.01, -0.70, 0.13], [-0.39, 0.78, -0.30], [0.60, -0.75, 0.91], [-0.23, 0.37, -0.91], [0.43, -0.37, 0.26], [0.32, 0.44, 0.33], [-0.62, -0.29, -0.55], [-0.19, -0.28, 0.00], [0.23, 0.59, 0.31], [-0.05, -0.06, -0.59], [0.60, -0.81, -1.00], [0.17, 0.87, -0.24], [-0.52, 0.82, -0.67], [-0.22, 0.10, -0.18], [-0.31, 0.43, -0.02], [0.21, -0.20, 0.15], [0.24, 0.21, 0.04], [-0.32, 0.20, -0.26], [0.30, -0.08, -0.04], [-0.02, 0.02, 0.41], [-0.16, -0.33, -0.18], [-0.25, 0.24, -0.02], [-0.03, 0.09, 0.05], [-0.22, -0.02, 0.05], [-0.21, -0.18, 0.14], [0.29, 0.34, -0.36], [0.02, 0.31, 0.20], [0.23, 0.10, -0.11], [-0.18, -0.15, 0.22], [0.19, -0.07, -0.22], [0.04, 0.18, 0.10], [-0.35, 0.08, 0.31], [-0.54, -0.21, -0.51], [-0.20, -0.18, -0.28], [0.28, -0.09, -0.28], [-0.07, -0.02, 0.09], [-0.17, 0.19, -0.16], [-0.20, -0.12, -0.08], [0.11, 0.00, 0.05], [0.06, 0.01, -0.04], [-0.22, 0.02, -0.17], [0.06, -0.03, -0.03], [-0.06, 0.10, -0.11], [0.25, -0.21, 1.65], [0.08, 0.04, 0.07], [-0.10, -0.09, -0.09], [0.03, 0.09, -0.03], [-0.01, -0.15, 0.06], [0.10, 0.03, -0.07], [0.00, -0.06, 0.06], [0.00, -0.11, 0.00], [0.10, 0.01, -0.06], [-0.06, 0.06, -0.06], [0.07, 0.15, 0.10], [-0.06, -0.15, -0.08], [0.12, 0.05, -0.07], [-0.04, -0.04, 0.03], [0.67, -1.11, 1.41], [0.06, 0.05, -0.05], [-0.02, 0.04, 0.05], [-0.05, -0.05, 0.00], [-0.14, 0.01, -0.02], [0.64, 0.13, 0.06], [0.28, -0.02, 0.12], [-0.04, 0.03, 0.01], [0.02, -0.02, 0.05], [0.02, -0.06, -0.07], [-0.08, 0.00, 0.05], [0.07, 0.09, 0.01], [-0.03, 0.01, -0.02], [0.06, -0.18, -0.01], [-0.09, 0.02, -0.05], [-0.21, -0.21, 0.03], [0.08, 0.06, -0.04], [0.02, 0.06, 0.00], [-0.07, 0.01, -0.14], [0.06, 0.08, -0.03], [-0.17, 0.10, 0.06], [0.02, -0.05, 0.00], [0.01, -0.02, 0.06], [0.07, -0.13, -0.07], [0.12, 0.24, 0.12], [-0.08, 0.04, -0.05], [-0.03, -0.03, 0.10], [-0.02, 0.05, 0.02], [-0.04, 0.02, 0.00], [-0.01, 0.10, -0.01], [0.10, -0.02, 0.01], [-0.06, -0.04, 0.09], [-0.01, -0.04, 0.01], [-0.06, -0.02, 0.07], [-0.03, -0.10, -0.10], [0.03, 0.10, 0.03], [0.03, -0.10, -0.06], [0.03, 0.01, -0.04], [0.00, 0.04, -0.07], [0.05, -0.01, -0.01], [-0.06, -0.01, -0.11], [0.31, 0.05, 0.19], [-0.02, 0.05, -0.01], [0.03, -0.14, -0.02], [-0.05, 0.01, 0.09], [-0.10, 0.18, -0.04], [-0.02, -0.04, -0.05], [0.00, 0.05, 0.01], [0.02, 0.02, 0.25], [-0.03, -0.23, -0.06], [-0.55, -0.28, 0.17], [0.10, 0.07, 0.00], [-0.02, 0.08, -0.05], [0.03, 0.15, 0.14], [-0.02, -0.09, -0.12], [0.03, -0.05, -0.06], [-0.04, -0.08, 0.04], [-0.03, 0.02, 0.03], [-0.08, -0.08, -0.01], [0.18, -0.08, 0.23], [-0.08, 0.06, -0.05], [0.07, 0.08, 0.01], [0.01, 0.03, -0.04]],
  "lowdin_charge": [-0.18, -0.20, -0.22, -0.22, -0.33, 0.87, -0.33, -0.20, -0.32, -0.06, -0.57, -0.26, -0.39, -0.05, 0.10, 0.03, 0.09, 0.12, 0.11, 0.08, 0.07, 0.07, 0.06, 0.05, 0.06, -0.02, 0.12, 0.09, 0.02, 0.05, 0.07, 0.07, -0.07, 0.08, 0.01, -1.58, 0.55, 0.62, 0.59, -0.02, -1.60, 0.59, 0.57, 0.83, -0.12, -1.65, 0.55, 0.52, 0.59, -0.13, -1.64, 0.58, 0.57, 0.61, -0.16, -1.59, 0.55, 0.79, 0.59, -0.05, -1.58, 0.59, 0.66, 0.64, -0.11, -1.65, 0.55, 0.57, 0.55, -0.03, -1.60, 0.55, 0.55, 0.59, -0.08, -1.63, 0.56, 0.52, 0.56, -0.11, -1.61, 0.64, 0.57, 0.58, -0.03, -1.64, 0.53, 0.58, 0.58, -0.06, -1.62, 0.55, 0.58, 0.53, -0.03, -1.60, 0.58, 0.58, 0.52, -0.06, -1.62, 0.57, 0.55, 0.58, -0.03, -1.60, 0.54, 0.70, 0.59, -0.05, -1.63, 0.55, 0.56, 0.58, -0.03, -1.63, 0.60, 0.58, 0.57, -0.03]
}



Entry 3:
{
  "formula": "C3H8N2OS",
  "method": "ωB97M-V/def2-TZVPD",
  "gap_ev": 9.56,
  "spin_multiplicity": 1,
  "smiles": "N/N=C\\[C@H](O)CS",
  "total_energy_ev": -19101.13854,
  "max_force_ev_per_a": 3.21,
  "charge": 0,
  "symbols": ["C", "C", "C", "H", "H", "H", "H", "H", "H", "H", "H", "N", "N", "O", "S"],
  "positions_angstrom": [[0.758, -0.124, 0.972], [0.045, 0.715, -0.056], [-1.509, 0.748, 0.224], [1.770, -2.404, -0.570], [1.069, -1.032, -1.213], [0.994, 0.251, 1.994], [0.270, 0.308, -1.098], [1.483, 2.007, -0.463], [-1.983, 1.384, -0.541], [-1.470, 1.160, 1.288], [-1.900, -1.253, -1.061], [1.017, -1.796, -0.448], [1.299, -1.217, 0.792], [0.531, 2.029, -0.075], [-2.373, -0.776, 0.255]],
  "atomic_forces_ev_per_a": [[-0.09, 2.62, 1.85], [-0.67, -1.11, -1.28], [2.11, 1.71, 0.47], [1.23, -1.41, -0.69], [-0.03, -2.05, 1.36], [-0.62, 0.47, -0.83], [-0.82, 0.38, 1.20], [-2.53, 0.10, 1.13], [0.31, 0.30, 0.79], [-0.91, -0.15, -1.44], [-0.86, 0.78, 2.28], [-0.19, 2.02, -1.24], [0.15, -2.36, -0.93], [2.34, 0.70, -0.60], [0.59, -1.99, -2.06]],
  "nbo_charge": [0.00, 0.05, -0.58, 0.36, 0.32, 0.20, 0.15, 0.48, 0.23, 0.24, 0.14, -0.65, -0.22, -0.71, 0.00]
}



no.,molecular weight (g mol⁻¹)
1,110.565
2,4508.672
3,120.177